{
  "formula": "C37H71NO2P2SSi3Ti",
  "method": "ωB97M-V with the def2-TZVPD basis set",
  "symbols": ["Ti", "C", "C", "C", "P", "C", "C", "C", "C", "C", "C", "C", "C", "C", "N", "C", "C", "C", "C", "C", "C", "P", "C", "C", "C", "C", "C", "C", "H", "H", "H", "H", "H", "H", "H", "H", "H", "H", "H", "H", "H", "H", "H", "H", "H", "H", "H", "H", "H", "H", "H", "H", "H", "H", "H", "H", "H", "H", "H", "H", "H", "H", "H", "H", "C", "O", "Si", "C", "C", "C", "Si", "C", "C", "C", "Si", "C", "C", "C", "H", "H", "H", "H", "H", "H", "H", "H", "H", "H", "H", "H", "H", "H", "H", "H", "H", "H", "H", "H", "H", "H", "H", "H", "H", "H", "H", "C", "H", "H", "C", "S", "C", "O", "H", "H", "H", "H", "H", "H"],
  "coordinates": [[-0.030307, 0.075390, -0.641534], [-1.130883, -1.922602, 4.080320], [0.091891, -1.063602, 4.395631], [1.360060, -1.776887, 3.921428], [-0.003548, 0.653523, 3.589055], [0.014853, 1.723799, 5.160669], [-0.650557, 1.149976, 6.428888], [-0.431304, 3.167598, 4.881052], [-1.744040, 0.819050, 3.043406], [-2.724143, 1.427409, 3.826272], [-3.937663, 1.847007, 3.311248], [-4.165479, 1.717528, 1.950836], [-3.256085, 1.038688, 1.168843], [-2.061675, 0.502059, 1.687828], [-1.265490, -0.341110, 0.907664], [-1.875249, -1.278144, 0.120842], [-3.224952, -1.663001, 0.239369], [-3.806859, -2.528947, -0.654214], [-3.057548, -3.020645, -1.730092], [-1.714702, -2.766102, -1.794735], [-1.004283, -1.959655, -0.850981], [0.398375, -2.795904, 0.076256], [-0.496025, -4.447920, 0.486262], [-0.605517, -5.597126, -0.513872], [0.088067, -4.958568, 1.806898], [1.718765, -3.216568, -1.196103], [2.893881, -3.849294, -0.445760], [1.453189, -3.993014, -2.484204], [-1.042057, -2.902078, 4.560529], [-1.203466, -2.067410, 2.999283], [-2.055094, -1.458089, 4.426424], [0.167198, -0.930411, 5.474717], [1.310801, -1.957283, 2.847022], [1.454584, -2.740191, 4.433971], [2.261385, -1.196944, 4.133998], [1.089008, 1.795607, 5.368661], [-1.500478, 0.500388, 6.216087], [-1.005482, 1.968773, 7.059294], [0.059201, 0.571789, 7.021621], [-1.420525, 3.227970, 4.432789], [0.276418, 3.657187, 4.216258], [-0.450063, 3.730868, 5.818433], [-2.554059, 1.569846, 4.883823], [-4.684268, 2.285021, 3.961938], [-5.070420, 2.118844, 1.510224], [-3.452034, 0.921009, 0.109108], [-3.814426, -1.283883, 1.063142], [-4.838773, -2.827722, -0.518940], [-3.527191, -3.652594, -2.475086], [-1.157241, -3.260593, -2.575022], [-1.514698, -4.092515, 0.687935], [0.358206, -6.090481, -0.657250], [-0.983127, -5.257850, -1.476736], [-1.304706, -6.348021, -0.129038], [1.134083, -5.252070, 1.683316], [-0.471182, -5.827545, 2.168302], [0.045629, -4.180461, 2.569121], [1.999855, -2.199812, -1.470483], [2.679299, -4.888469, -0.178133], [3.108771, -3.295713, 0.470948], [3.791336, -3.845111, -1.070712], [1.189800, -5.033077, -2.295782], [0.667994, -3.533093, -3.080464], [2.361978, -3.983036, -3.094170], [-0.603461, 3.352350, 0.718033], [-0.434300, 2.386258, -0.306450], [-0.405702, 2.795655, -1.935185], [-2.150285, 3.460038, -2.346986], [0.689092, 4.352023, -2.055582], [0.138961, 1.175552, -2.658519], [-1.154740, 0.551594, -3.844277], [-2.826236, 0.307655, -2.963457], [-1.518354, 1.713898, -5.334065], [-0.710283, -1.061457, -4.743754], [1.834283, 1.163664, -3.423995], [1.900059, 1.877489, -5.197624], [3.086420, 2.206496, -2.442976], [2.630658, -0.556053, -3.620900], [0.176951, 4.114556, 0.663526], [-0.534485, 2.856242, 1.680351], [-1.581970, 3.839012, 0.637717], [-2.219274, 4.537533, -2.186185], [-2.910762, 2.984567, -1.722799], [-2.414709, 3.270134, -3.387805], [0.112868, 5.258173, -1.859384], [1.138042, 4.453546, -3.045635], [1.496628, 4.307306, -1.321896], [-2.678213, 0.195028, -1.887423], [-3.491088, 1.159022, -3.115885], [-3.343970, -0.587899, -3.309217], [-1.185811, 2.735894, -5.140779], [-2.585588, 1.749684, -5.570206], [-0.994935, 1.370439, -6.229189], [-0.539782, -1.876510, -4.044591], [0.192677, -0.945532, -5.347459], [-1.525531, -1.354009, -5.410662], [1.448401, 2.872022, -5.247298], [1.356875, 1.238051, -5.898720], [2.930130, 1.959423, -5.553582], [2.762497, 2.248026, -1.402693], [4.088241, 1.771489, -2.473836], [3.155795, 3.226409, -2.826389], [1.880889, -1.324252, -3.819683], [3.166099, -0.844482, -2.715029], [3.346355, -0.558005, -4.447488], [1.762685, -0.106592, -0.056623], [2.676051, 0.025920, -0.651801], [2.011792, -0.298833, 0.989849], [4.349645, 3.488495, 0.520799], [2.839726, 2.837834, 1.340429], [3.762408, 1.600095, 2.303258], [2.489862, 3.932820, 2.285187], [4.990489, 3.903457, 1.297354], [4.031102, 4.276801, -0.158339], [4.851794, 2.697449, -0.033122], [4.235790, 0.917500, 1.598610], [3.039519, 1.056772, 2.904057], [4.497700, 2.101512, 2.931914]],
  "forces_ev_per_angstrom": [[1.47, 1.72, -0.19], [0.04, 0.07, 0.07], [0.05, 0.00, -0.36], [-0.04, 0.03, 0.08], [0.11, -0.15, 0.72], [-0.04, -0.05, -0.12], [0.01, 0.02, -0.07], [0.22, -0.01, -0.03], [0.02, -0.27, -0.77], [-0.22, -0.14, 0.06], [-0.04, 0.03, 0.04], [-0.15, 0.01, 0.06], [0.39, 0.11, -0.19], [-0.76, 0.18, 0.87], [-0.58, -0.06, 0.24], [0.84, -0.28, 0.38], [-0.93, -0.28, -0.32], [0.31, 0.42, 0.34], [0.02, -0.16, -0.41], [0.13, 0.12, 0.11], [-1.18, -0.81, 0.58], [0.19, -0.58, -0.21], [0.07, 0.14, -0.12], [-0.06, 0.12, 0.11], [-0.08, 0.09, -0.08], [-0.09, 0.01, 0.16], [-0.09, 0.08, 0.07], [-0.08, 0.08, 0.10], [0.03, -0.02, -0.05], [-0.07, -0.05, 0.00], [-0.02, -0.01, -0.02], [-0.07, 0.08, 0.00], [0.06, -0.01, -0.09], [0.03, -0.01, -0.05], [0.00, 0.04, -0.02], [-0.02, -0.08, -0.02], [0.02, -0.01, 0.04], [-0.02, -0.02, 0.05], [-0.04, -0.03, 0.00], [0.10, 0.12, 0.04], [0.06, 0.06, -0.18], [0.03, 0.02, -0.02], [0.04, 0.03, -0.11], [0.03, 0.07, -0.01], [0.01, -0.04, -0.05], [-0.02, -0.06, 0.03], [0.07, -0.01, 0.01], [-0.02, -0.01, 0.01], [0.04, -0.01, 0.01], [0.08, -0.07, 0.05], [0.02, 0.01, 0.03], [0.00, 0.00, -0.03], [0.05, -0.09, -0.04], [0.02, -0.04, -0.02], [0.00, -0.03, 0.04], [0.03, -0.03, 0.01], [0.06, -0.04, 0.04], [0.09, 0.00, 0.04], [0.01, -0.01, 0.02], [0.05, -0.02, -0.01], [0.00, -0.02, 0.00], [0.00, 0.03, -0.07], [0.02, -0.03, -0.08], [0.01, 0.00, 0.00], [-0.03, 0.02, -0.02], [-0.20, -0.26, 0.08], [0.27, 0.06, -0.39], [0.13, -0.27, 0.00], [-0.02, -0.30, -0.03], [-0.55, 0.66, -0.83], [0.06, 0.11, -0.25], [0.15, 0.01, -0.09], [0.08, -0.02, 0.18], [0.02, 0.11, 0.25], [0.32, -0.01, 0.04], [-0.25, -0.06, 0.18], [-0.21, 0.00, -0.08], [-0.26, 0.10, 0.11], [0.01, -0.03, 0.03], [0.04, -0.02, 0.09], [-0.02, -0.06, 0.00], [0.11, 0.01, 0.06], [0.01, -0.05, 0.00], [-0.05, 0.04, 0.01], [-0.08, -0.04, 0.03], [0.01, 0.00, -0.01], [0.07, -0.01, -0.07], [-0.09, -0.04, 0.06], [0.02, 0.02, -0.01], [0.02, -0.05, -0.03], [-0.01, 0.02, -0.04], [-0.03, -0.03, 0.02], [0.02, -0.01, 0.01], [0.06, -0.06, 0.02], [-0.02, 0.04, -0.02], [-0.05, 0.05, 0.00], [-0.01, 0.01, 0.00], [0.01, 0.02, -0.02], [0.06, -0.04, 0.08], [0.04, -0.03, 0.03], [-0.01, -0.09, -0.03], [0.00, 0.01, -0.02], [0.05, -0.03, 0.00], [-0.04, 0.02, 0.04], [-0.01, 0.07, -0.04], [0.35, -0.08, -0.17], [-0.04, 0.01, -0.03], [-0.07, -0.08, 0.12], [-0.38, -0.25, 0.02], [1.08, 0.05, -0.06], [-0.24, 0.06, -0.29], [-0.36, 0.28, 0.44], [-0.03, -0.03, 0.08], [-0.01, -0.02, -0.03], [-0.01, 0.02, -0.05], [-0.04, -0.07, 0.03], [-0.10, -0.05, 0.03], [-0.04, 0.12, -0.04]],
  "total_charge": -1,
  "de_lowest_kcal_mol": 40.0,
  "spin_multiplicity": 2,
  "total_energy_ev": -121269.803,
  "gap_ev": [5.5, 5.6]
}